Entry 1:
Below is C42H40AuN3O5P2 as an isolated structure, with properties calculated with ωB97M-V/def2-TZVPD.

CARTESIAN COORDINATES (ANGSTROEM)
Au  0.10  -0.31  -0.06
N  -1.67  -2.34  -1.36
P  -0.51  -1.33  -2.08
C  -1.39  -0.84  -3.62
C  -2.77  -0.90  -3.71
C  -3.40  -0.65  -4.92
C  -2.64  -0.32  -6.04
C  -1.26  -0.23  -5.94
C  -0.63  -0.48  -4.73
C  0.95  -2.07  -2.84
C  2.13  -1.33  -2.78
C  3.28  -1.81  -3.37
C  3.25  -3.03  -4.03
C  2.07  -3.75  -4.12
C  0.91  -3.28  -3.54
P  -1.85  -2.07  0.31
C  -1.03  -3.34  1.32
C  -1.21  -4.68  1.00
C  -0.63  -5.64  1.81
C  0.09  -5.27  2.93
C  0.26  -3.93  3.25
C  -0.29  -2.95  2.43
C  -3.60  -2.49  0.62
C  -3.93  -2.82  1.94
C  -5.23  -3.15  2.26
C  -6.22  -3.11  1.29
C  -5.90  -2.76  -0.01
C  -4.60  -2.43  -0.35
H  -1.94  -3.23  -1.78
H  -3.36  -1.15  -2.84
H  -4.47  -0.71  -4.99
H  -3.13  -0.12  -6.98
H  -0.67  0.03  -6.80
H  0.44  -0.41  -4.67
H  2.14  -0.38  -2.24
H  4.19  -1.24  -3.32
H  4.15  -3.41  -4.49
H  2.06  -4.69  -4.65
H  -0.02  -3.82  -3.61
H  -1.82  -4.95  0.15
H  -0.76  -6.68  1.57
H  0.50  -6.03  3.58
H  0.80  -3.65  4.14
H  -0.15  -1.90  2.65
H  -3.17  -2.84  2.70
H  -5.48  -3.42  3.28
H  -7.25  -3.36  1.54
H  -6.67  -2.73  -0.77
H  -4.36  -2.14  -1.36
C  5.25  0.10  1.68
C  4.91  1.16  2.72
N  4.54  0.58  3.99
C  5.60  0.01  4.80
C  5.56  -1.52  4.87
C  3.28  0.53  4.47
O  3.02  0.09  5.58
C  2.14  1.04  3.62
C  1.32  2.05  4.13
C  0.18  2.39  3.41
C  -0.11  1.71  2.25
N  0.65  0.73  1.78
C  1.75  0.40  2.46
H  5.43  0.58  0.72
H  4.42  -0.60  1.56
H  6.14  -0.45  1.96
H  4.09  1.78  2.37
H  5.78  1.80  2.88
H  5.50  0.39  5.82
H  6.56  0.33  4.39
H  4.62  -1.86  5.30
H  6.37  -1.86  5.52
H  5.70  -1.96  3.89
H  1.56  2.54  5.06
H  -0.48  3.17  3.75
H  -1.00  1.93  1.67
H  2.34  -0.40  2.03
O  0.79  -2.85  -0.43
C  1.97  -2.56  -0.14
O  2.34  -1.41  0.19
C  2.99  -3.67  -0.18
C  2.56  -4.95  -0.55
C  3.42  -6.03  -0.57
C  4.72  -5.80  -0.16
O  5.75  -6.66  -0.05
C  6.85  -5.93  0.42
O  6.46  -4.58  0.57
C  5.16  -4.51  0.21
C  4.31  -3.42  0.19
H  1.53  -5.09  -0.81
H  3.10  -7.01  -0.89
H  7.68  -6.00  -0.30
H  7.18  -6.34  1.39
H  4.66  -2.43  0.42

charge: +2
ΔE to the lowest compared entry with this formula, charge and spin: 79.6 kcal per mole

Results of the Mulliken charge analysis, in e, for atoms 1 through 8: 0.6481 -0.4745 0.6358 0.9372 -0.4540 -0.6082 -0.5228 -0.7903

---

Entry 2:
Below is a 2-piece molecular cluster, C4H12N2O overall, with properties calculated with ωB97M-V/def2-TZVPD.

CARTESIAN COORDINATES (ANGSTROEM)
C  0.64  1.34  -0.67
N  0.32  -0.05  -0.90
C  1.05  -0.71  -1.97
C  -0.92  -0.52  -0.50
N  -1.21  -1.82  -0.85
O  -1.72  0.17  0.10
H  1.66  1.40  -0.28
H  -0.07  1.73  0.04
H  0.58  1.93  -1.59
H  0.38  -1.07  -2.75
H  1.71  0.00  -2.47
H  1.63  -1.56  -1.60
H  -0.46  -2.48  -0.99
H  -2.02  -2.19  -0.39
C  -0.29  0.76  2.98
H  0.50  1.33  2.39
H  -1.03  0.45  2.24
H  -0.84  1.38  3.68
H  0.09  -0.08  3.55

charge: 0
ΔE to the lowest compared entry with this formula, charge and spin: 9.5 kcal per mole
SMILES: CN(C)C(N)=O.C

Results of the natural (NBO) charge analysis, in e, for atoms 1 through 8: -0.4105 -0.4595 -0.4198 0.7876 -0.8506 -0.6639 0.1924 0.2466

---

Entry 3:
Below is one molecule with the formula C22H16F3NO3, with properties calculated with ωB97M-V/def2-TZVPD.

CARTESIAN COORDINATES (ANGSTROEM)
O  0.74  2.12  2.06
C  1.29  1.08  1.78
O  2.61  0.93  1.82
C  0.54  -0.16  1.43
C  -0.72  -0.30  2.00
C  -1.50  -1.41  1.74
C  -1.01  -2.40  0.90
C  0.24  -2.27  0.33
C  1.04  -1.15  0.58
C  2.37  -1.07  -0.05
C  3.28  -2.11  0.16
C  4.54  -2.07  -0.40
C  4.92  -0.98  -1.17
C  4.03  0.05  -1.39
C  2.75  0.00  -0.86
C  1.83  1.15  -1.14
O  2.16  2.31  -1.01
N  0.62  0.77  -1.62
C  -0.43  1.73  -1.91
C  -1.58  1.56  -0.96
C  -1.71  2.37  0.16
C  -2.77  2.19  1.04
C  -3.70  1.19  0.82
C  -3.57  0.38  -0.29
C  -4.56  -0.73  -0.53
F  -5.78  -0.44  -0.06
F  -4.71  -1.02  -1.83
F  -4.19  -1.88  0.06
C  -2.51  0.55  -1.17
H  3.04  1.78  2.00
H  -1.08  0.48  2.65
H  -2.47  -1.51  2.19
H  -1.61  -3.27  0.68
H  0.62  -3.04  -0.33
H  2.99  -2.94  0.79
H  5.23  -2.88  -0.21
H  5.91  -0.94  -1.60
H  4.31  0.90  -1.99
H  0.38  -0.21  -1.66
H  -0.77  1.59  -2.94
H  0.02  2.72  -1.80
H  -0.98  3.14  0.35
H  -2.86  2.83  1.91
H  -4.53  1.05  1.50
H  -2.43  -0.09  -2.04

charge: 0
energy: -38861.0945 eV
SMILES: O=C(O)c1ccccc1-c1ccccc1C(=O)NCc1cccc(C(F)(F)F)c1

Results of the natural (NBO) charge analysis, in e, for atoms 1 through 8: -0.5947 0.7715 -0.6746 -0.1045 -0.1643 -0.2177 -0.1815 -0.2198

---

Entry 4:
Below is one molecule with the formula C4H9NO2, with properties calculated with ωB97M-V/def2-TZVPD.

CARTESIAN COORDINATES (ANGSTROEM)
C  -2.12  -0.12  -0.42
C  -0.61  0.01  -0.60
O  -0.22  1.38  -0.55
C  0.17  -0.69  0.50
C  1.66  -0.47  0.25
N  2.28  0.37  1.14
O  2.25  -1.03  -0.66
H  -2.42  0.35  0.52
H  -2.42  -1.18  -0.39
H  -2.66  0.36  -1.24
H  -0.31  -0.43  -1.56
H  -0.37  1.78  -1.41
H  -0.14  -0.30  1.47
H  -0.02  -1.76  0.47
H  3.21  0.66  0.86
H  1.72  1.06  1.61

charge: 0
ΔE to the lowest compared entry with this formula, charge and spin: 9.0 kcal per mole
SMILES: C[C@@H](O)CC(N)=O

Results of the natural (NBO) charge analysis, in e, for atoms 1 through 8: -0.6288 0.1015 -0.7368 -0.5158 0.6909 -0.8202 -0.6176 0.2116

---

Entry 5:
Below is a 4-piece molecular cluster, C3H13O3S overall, with properties calculated with ωB97M-V/def2-TZVPD.

CARTESIAN COORDINATES (ANGSTROEM)
C  -1.78  -0.24  1.20
C  -2.41  0.76  0.18
C  -1.33  1.42  -0.66
S  -0.32  0.30  -1.74
H  -1.06  -0.80  0.61
H  -1.18  0.37  1.87
H  -2.47  -0.90  1.72
H  -3.14  1.48  0.54
H  -2.88  0.07  -0.55
H  -1.86  2.05  -1.37
H  -0.57  1.86  0.01
H  5.07  1.50  0.53
H  3.97  0.47  0.50
O  4.77  0.71  0.98
H  -0.28  -1.87  -1.41
H  -0.82  -2.76  -0.34
O  -0.11  -2.76  -0.99
H  2.00  -1.25  -0.07
H  1.85  0.05  -0.74
O  2.53  -0.48  -0.29

charge: -1
ΔE to the lowest compared entry with this formula, charge and spin: 10.1 kcal per mole

Results of the natural (NBO) charge analysis, in e, for atoms 1 through 8: -0.6308 -0.4167 -0.5085 -0.7152 0.2291 0.1878 0.1890 0.1817

---

Entry 6:
Below is a 3-piece molecular cluster, C36H58Br2Cl2N2O6 overall, with properties calculated with ωB97M-V/def2-TZVPD.

CARTESIAN COORDINATES (ANGSTROEM)
C  6.38  5.31  3.22
C  4.89  4.98  2.88
C  3.78  5.41  3.76
C  2.42  5.07  3.46
C  2.04  4.26  2.27
C  0.53  3.99  2.12
C  -0.04  2.88  1.22
O  0.02  3.03  -0.21
C  0.79  4.02  -0.76
O  0.76  5.21  -0.60
C  1.80  3.53  -1.89
C  0.94  3.10  -3.14
O  -0.07  3.71  -3.33
O  1.31  2.05  -3.98
C  0.48  1.36  1.48
Cl  1.30  0.72  -0.07
C  1.51  1.11  2.62
C  1.06  1.28  4.11
Cl  1.95  -0.70  2.50
C  -1.63  2.77  1.49
Br  -2.11  2.05  3.27
C  -2.53  4.03  1.29
C  -2.56  5.09  2.51
Br  -2.44  5.04  -0.39
C  3.14  3.88  1.42
C  4.56  4.21  1.69
H  6.65  4.63  4.09
H  6.54  6.36  3.59
H  7.09  5.02  2.40
H  4.06  6.00  4.66
H  1.62  5.41  4.17
H  0.12  3.86  3.16
H  0.08  4.97  1.78
H  2.45  4.39  -2.23
H  2.51  2.74  -1.53
H  1.69  1.34  -3.43
H  -0.37  0.63  1.59
H  2.51  1.60  2.51
H  0.50  2.21  4.35
H  0.51  0.37  4.48
H  2.00  1.31  4.73
H  -1.98  1.99  0.75
H  -3.59  3.64  1.31
H  -2.47  6.12  2.06
H  -1.78  4.89  3.28
H  -3.55  5.08  3.04
H  2.93  3.25  0.53
H  5.31  3.84  0.97
C  -4.22  -4.69  5.84
C  -4.20  -3.21  5.37
C  -5.07  -3.05  4.11
C  -4.42  -3.63  2.86
C  -3.02  -3.06  2.66
C  -2.13  -3.22  3.90
N  -2.79  -2.76  5.15
O  -2.79  -1.43  5.14
C  -1.69  -4.70  4.04
C  -0.80  -2.48  3.64
C  -4.88  -2.46  6.54
H  -3.40  -4.89  6.53
H  -5.15  -4.92  6.36
H  -4.17  -5.40  5.02
H  -5.28  -1.99  3.94
H  -6.04  -3.53  4.27
H  -4.39  -4.73  2.91
H  -5.04  -3.40  1.99
H  -2.56  -3.55  1.80
H  -3.11  -2.00  2.40
H  -1.16  -4.86  4.98
H  -1.00  -4.98  3.24
H  -2.51  -5.41  3.98
H  -0.95  -1.42  3.42
H  -0.28  -2.91  2.79
H  -0.13  -2.56  4.51
H  -4.29  -2.54  7.45
H  -5.87  -2.87  6.74
H  -5.02  -1.40  6.32
C  1.03  -4.11  -8.16
C  1.48  -3.65  -6.75
C  0.24  -3.46  -5.86
C  -0.55  -2.20  -6.20
C  0.36  -0.97  -6.21
C  1.60  -1.14  -7.11
N  2.31  -2.42  -6.86
O  2.98  -2.29  -5.72
C  1.18  -1.04  -8.59
C  2.51  0.09  -6.92
C  2.29  -4.86  -6.22
H  1.84  -3.98  -8.89
H  0.77  -5.17  -8.17
H  0.14  -3.60  -8.52
H  0.55  -3.40  -4.81
H  -0.41  -4.33  -5.93
H  -1.05  -2.31  -7.17
H  -1.35  -2.06  -5.47
H  -0.22  -0.10  -6.53
H  0.67  -0.77  -5.18
H  2.01  -1.29  -9.25
H  0.86  -0.02  -8.84
H  0.33  -1.67  -8.85
H  2.82  0.23  -5.88
H  1.99  1.01  -7.21
H  3.41  0.01  -7.53
H  3.18  -5.03  -6.83
H  1.68  -5.76  -6.25
H  2.60  -4.73  -5.19

charge: 0
<S²>: 2.01
energy: -218662.3247 eV
multiplicity: 3

Results of the Mulliken charge analysis, in e, for atoms 1 through 8: -1.3025 0.8314 -0.7955 -0.8052 0.2078 -1.5399 1.0399 -0.0987

---

Entry 7:
Below is C3H8N2S as an isolated structure, with properties calculated with ωB97M-V/def2-TZVPD.

CARTESIAN COORDINATES (ANGSTROEM)
C  1.86  0.03  0.51
C  -0.98  -1.43  -0.25
C  -0.91  0.71  0.59
H  1.21  -1.01  0.89
H  1.53  0.67  1.25
H  3.06  -0.30  0.22
H  -0.34  -2.24  -0.55
H  -1.99  -1.65  -0.79
H  -0.85  -1.99  1.02
H  -0.61  1.77  0.63
H  -2.30  1.34  1.69
N  -0.33  -0.14  -0.30
N  -1.80  0.33  1.40
S  0.96  0.39  -1.07

charge: 0
ΔE to the lowest compared entry with this formula, charge and spin: 125.1 kcal per mole

Results of the natural (NBO) charge analysis, in e, for atoms 1 through 8: -0.7538 -0.4347 0.2471 0.2220 0.2056 0.2404 0.2152 0.2387

---

Entry 8:
Below is C30H29BrN2O2TeY as an isolated structure, with properties calculated with ωB97M-V/def2-TZVPD.

CARTESIAN COORDINATES (ANGSTROEM)
Y  0.37  -0.09  0.53
C  -2.43  1.49  0.09
C  -2.94  0.72  1.33
C  -2.50  1.35  2.63
C  -3.32  2.29  3.23
C  -2.92  2.95  4.38
C  -1.68  2.69  4.92
C  -0.82  1.75  4.35
C  0.59  1.64  4.90
C  1.57  2.51  4.10
C  -1.27  1.06  3.21
N  -0.43  0.06  2.60
C  -0.03  -0.95  3.33
C  0.94  -1.85  2.83
C  1.39  -3.08  3.32
C  2.30  -3.57  2.38
C  2.39  -2.62  1.37
N  1.58  -1.56  1.62
H  -2.88  1.11  -0.83
H  -1.35  1.45  -0.02
H  -2.66  2.55  0.19
H  -2.65  -0.33  1.28
H  -4.03  0.73  1.29
H  -4.29  2.51  2.79
H  -3.58  3.68  4.85
H  -1.34  3.23  5.80
H  0.95  0.61  4.91
H  0.57  1.96  5.94
H  1.62  2.20  3.06
H  2.57  2.45  4.53
H  1.25  3.55  4.12
H  -0.45  -1.11  4.32
H  1.08  -3.55  4.24
H  2.85  -4.50  2.43
H  3.02  -2.63  0.49
C  -3.10  -3.10  -0.36
Te  -1.09  -2.80  0.28
C  -0.63  -3.79  -1.56
C  -1.81  -4.72  -1.75
C  -1.70  -5.89  -2.49
C  -2.81  -6.72  -2.64
C  -4.01  -6.38  -2.04
C  -4.12  -5.22  -1.30
C  -3.02  -4.38  -1.15
H  -3.41  -2.25  -0.96
H  -3.75  -3.17  0.51
H  0.32  -4.31  -1.47
H  -0.56  -3.04  -2.35
H  -0.76  -6.15  -2.95
H  -2.72  -7.63  -3.22
H  -4.87  -7.04  -2.15
H  -5.06  -4.96  -0.82
Br  4.41  6.30  0.02
C  4.46  4.44  -0.29
C  5.65  3.83  -0.65
C  5.68  2.46  -0.89
C  4.53  1.71  -0.77
C  3.34  2.33  -0.40
C  3.30  3.70  -0.15
C  2.11  1.54  -0.25
O  2.00  0.39  -0.80
O  1.13  1.96  0.47
H  6.55  4.43  -0.75
H  6.62  1.99  -1.17
H  4.53  0.65  -0.97
H  2.37  4.17  0.15

charge: +1
energy: -117032.8538 eV

Results of the natural (NBO) charge analysis, in e, for atoms 1 through 8: 2.0402 -0.5671 -0.4148 -0.0332 -0.1966 -0.1882 -0.1945 -0.0128

---

Entry 9:
Below is C33H39BCoF5N7OS4 as an isolated structure, with properties calculated with ωB97M-V/def2-TZVPD.

CARTESIAN COORDINATES (ANGSTROEM)
Co  -2.58  1.02  -0.33
C  -0.89  2.07  -5.01
C  -0.07  1.59  -3.86
C  1.29  1.50  -3.89
C  2.02  1.00  -2.78
N  1.40  0.67  -1.66
N  0.07  0.81  -1.60
B  -0.62  0.32  -0.29
N  -0.70  -1.23  -0.25
N  0.44  -1.78  0.15
C  0.52  -3.09  0.22
C  -0.58  -3.90  -0.17
C  -1.76  -3.33  -0.58
C  -2.96  -4.14  -0.97
C  -1.80  -1.91  -0.57
S  -3.24  -1.06  -0.96
C  1.79  -3.72  0.75
C  1.43  -4.56  1.99
C  2.81  -2.66  1.13
C  2.37  -4.64  -0.35
N  -0.05  0.85  1.06
N  1.20  1.27  1.13
C  1.68  1.64  2.30
C  0.88  1.56  3.46
C  -0.42  1.13  3.39
C  -1.32  1.04  4.58
C  -0.89  0.80  2.11
S  -2.53  0.34  1.79
C  3.13  2.10  2.32
C  3.36  3.08  1.17
C  3.49  2.78  3.64
C  4.00  0.85  2.15
C  -0.68  1.20  -2.64
S  -2.41  1.19  -2.52
C  3.52  0.86  -2.88
C  4.11  0.28  -1.60
C  4.13  2.24  -3.16
C  3.82  -0.09  -4.06
H  -0.26  2.28  -5.87
H  -1.43  2.98  -4.75
H  -1.63  1.32  -5.30
H  1.82  1.80  -4.78
H  -0.50  -4.97  -0.13
H  -2.74  -5.20  -0.91
H  -3.26  -3.90  -1.99
H  -3.80  -3.91  -0.32
H  0.99  -3.93  2.77
H  2.33  -5.02  2.38
H  0.73  -5.36  1.75
H  2.44  -2.01  1.92
H  3.07  -2.04  0.28
H  3.72  -3.15  1.49
H  1.70  -5.45  -0.61
H  3.30  -5.09  0.02
H  2.61  -4.07  -1.25
H  1.29  1.86  4.42
H  -0.81  1.37  5.48
H  -1.66  0.01  4.73
H  -2.21  1.66  4.44
H  2.78  4.00  1.31
H  3.07  2.64  0.21
H  4.41  3.36  1.13
H  2.86  3.65  3.84
H  4.52  3.14  3.59
H  3.44  2.09  4.49
H  3.73  0.29  1.25
H  3.90  0.18  3.01
H  5.05  1.14  2.08
H  3.94  0.95  -0.76
H  5.19  0.17  -1.73
H  3.68  -0.69  -1.37
H  3.89  2.95  -2.37
H  3.80  2.66  -4.11
H  5.22  2.14  -3.21
H  3.38  -1.08  -3.90
H  4.90  -0.22  -4.14
H  3.47  0.30  -5.01
F  -10.53  -0.09  1.32
C  -9.38  0.40  1.03
C  -8.69  1.14  2.02
F  -9.24  1.30  3.19
C  -7.46  1.64  1.72
F  -6.79  2.31  2.61
C  -6.86  1.45  0.40
S  -5.45  2.15  0.01
C  -7.63  0.67  -0.57
F  -7.11  0.47  -1.75
C  -8.85  0.17  -0.27
F  -9.56  -0.51  -1.13
O  -1.28  3.39  0.17
N  -2.09  2.60  -0.01

charge: +3
ΔE to the lowest compared entry with this formula, charge and spin: 23.1 kcal per mole

Results of the Mulliken charge analysis, in e, for atoms 1 through 8: -0.3866 -1.9279 0.2950 -0.5817 0.2304 -0.2783 0.2606 0.6609

---

Entry 10:
Below is a 2-piece molecular cluster, C5H7N2O2S2 overall, with properties calculated with ωB97M-V/def2-TZVPD.

CARTESIAN COORDINATES (ANGSTROEM)
C  -1.27  -0.14  -0.44
C  0.07  1.17  0.87
C  -0.16  -0.86  0.01
C  1.66  2.44  2.17
C  -0.39  -2.97  -2.04
N  0.61  -0.04  0.83
N  -0.88  1.19  -0.08
O  -2.21  -0.38  -1.15
O  0.49  2.32  1.32
S  0.30  -1.75  1.48
S  -1.81  -2.28  -2.62
H  2.57  1.90  1.66
H  1.59  1.78  3.11
H  1.85  3.47  2.43
H  -0.57  -3.69  -1.18
H  0.69  -2.77  -2.26
H  -1.28  2.10  -0.39
H  -1.25  -1.48  -3.70

charge: +1
ΔE to the lowest compared entry with this formula, charge and spin: 78.2 kcal per mole

Results of the natural (NBO) charge analysis, in e, for atoms 1 through 8: 0.5355 0.7352 -0.2678 -0.2767 -0.4668 -0.4835 -0.5553 -0.6136

---

Computed maximum force (eV/Å) in order:
1.76, 1.61, 0.59, 0.35, 2.63, 3.53, 6.90, 1.38, 3.83, 4.31